1.
Entry from OMol25: a molecular structure, C63H38Cl4N12SeTi (ωB97M-V/def2-TZVPD).

XYZ file:
```
119
Properties=species:S:1:pos:R:3
Ti -0.066 -0.503 -0.361
Cl -0.021 -9.559 -3.228
C -0.137 -7.917 -2.714
C -0.755 -6.984 -3.535
C -0.835 -5.665 -3.122
C -0.316 -5.273 -1.890
C 0.295 -6.226 -1.079
C 0.391 -7.546 -1.486
C -0.384 -3.847 -1.480
C 0.315 -2.917 -2.248
C 1.298 -3.245 -3.226
C 1.819 -2.074 -3.683
C 1.098 -1.025 -3.044
C 1.091 0.316 -3.420
C 2.020 0.826 -4.456
C 2.846 1.900 -4.130
C 3.738 2.412 -5.057
C 3.787 1.856 -6.327
Cl 4.894 2.488 -7.490
C 2.953 0.804 -6.679
C 2.075 0.289 -5.740
C 0.136 1.178 -2.908
N -0.612 0.945 -1.773
C -1.491 2.003 -1.702
C -2.286 2.317 -0.603
C -3.220 3.475 -0.641
C -2.778 4.779 -0.857
C -3.670 5.839 -0.852
C -5.019 5.595 -0.638
Cl -6.132 6.914 -0.626
C -5.483 4.304 -0.436
C -4.581 3.252 -0.432
C -2.215 1.575 0.566
C -2.816 1.957 1.807
C -2.560 0.974 2.701
C -1.859 -0.056 1.996
N -1.574 0.360 0.705
C -1.802 -1.370 2.430
C -1.555 -2.406 1.531
C -1.917 -3.771 1.736
C -1.643 -4.431 0.586
C -1.026 -3.499 -0.302
N -1.011 -2.235 0.280
C -2.180 -1.668 3.837
C -3.349 -2.355 4.154
C -3.676 -2.625 5.473
C -2.825 -2.204 6.485
Cl -3.217 -2.553 8.130
C -1.669 -1.497 6.192
C -1.357 -1.225 4.870
C -1.356 2.838 -2.857
C -0.308 2.364 -3.569
N 0.219 -1.550 -2.117
H -1.168 -7.294 -4.484
H -1.315 -4.933 -3.760
H 0.711 -5.935 -0.121
H 0.872 -8.287 -0.863
H 1.563 -4.246 -3.520
H 2.586 -1.937 -4.425
H 2.779 2.343 -3.141
H 4.391 3.237 -4.809
H 2.989 0.404 -7.682
H 1.408 -0.518 -6.018
H -1.728 4.974 -1.025
H -3.327 6.851 -1.013
H -6.538 4.128 -0.286
H -4.942 2.243 -0.279
H -3.386 2.859 1.957
H -2.891 0.897 3.723
H -2.357 -4.167 2.634
H -1.828 -5.467 0.356
H -4.023 -2.667 3.366
H -4.585 -3.153 5.721
H -1.025 -1.165 6.994
H -0.463 -0.659 4.638
H -1.989 3.677 -3.086
H 0.096 2.733 -4.497
N -0.310 4.635 2.410
C -0.005 3.344 2.590
N 0.552 2.573 1.711
C 0.863 3.108 0.481
N 1.405 2.409 -0.463
N 1.545 1.050 -0.198
C 2.719 0.605 -0.418
C 2.979 -0.814 -0.236
C 4.259 -1.329 -0.250
C 4.433 -2.678 0.042
C 3.320 -3.437 0.342
C 2.064 -2.843 0.315
N 1.885 -1.559 0.019
C 0.618 4.527 0.220
C 0.952 5.148 -0.989
C 0.666 6.481 -1.183
C 0.040 7.219 -0.173
C -0.295 6.628 1.026
C 0.002 5.280 1.217
H -0.733 5.155 3.164
H -0.252 2.933 3.563
H 3.514 1.295 -0.685
H 5.098 -0.685 -0.474
H 5.421 -3.116 0.044
H 3.405 -4.484 0.596
H 1.180 -3.406 0.567
H 1.428 4.559 -1.761
H 0.926 6.963 -2.115
H -0.180 8.266 -0.331
H -0.778 7.197 1.810
Se 1.244 -4.278 4.270
N 2.213 -3.212 5.299
C 2.236 -2.039 4.703
C 2.933 -0.892 5.194
C 2.851 0.234 4.452
C 2.063 0.254 3.250
N 1.400 -0.751 2.755
C 1.506 -1.933 3.459
N 0.920 -3.038 3.047
H 3.489 -0.959 6.118
H 3.354 1.145 4.747
H 1.967 1.189 2.710
```

Results
DFT total energy: -222371.87838 eV
2S+1: 1
ΔE to the lowest compared entry with this formula, charge and spin: 0.0 kJ/mol
HOMO-LUMO gap: 5.640 eV
Net charge: +2
HOMO energy: -12.0 eV
M: 1231.7 g/mol

=====

2.
Entry from OMol25: 2 unconnected molecules or ions with the total composition C4H8N3 (ωB97M-V/def2-TZVPD).

XYZ file:
```
15
Properties=species:S:1:pos:R:3
C -0.029 -1.159 1.100
C 1.698 0.603 -0.393
C -1.938 -0.025 1.065
C -1.175 0.033 -0.358
N -1.037 -0.765 1.833
N 0.051 -0.674 -0.161
N 2.301 0.547 -1.532
H 0.669 -1.805 1.788
H 2.216 1.039 0.412
H -2.148 1.016 1.290
H -2.978 -0.526 1.066
H -1.673 -0.362 -1.290
H -0.899 1.013 -0.718
H 3.119 1.063 -1.844
H 1.822 0.002 -2.258
```

Results
DFT total energy: -8736.10385 eV
2S+1: 1
ΔE to the lowest compared entry with this formula, charge and spin: 644.3 kJ/mol
HOMO-LUMO gap (alpha / beta): 7.760 / 7.717 eV
Net charge: +1
HOMO energy (alpha / beta): -13.6 / -13.6 eV
M: 98.1 g/mol

=====

3.
Entry from OMol25: 5 unconnected molecules or ions with the total composition C32H73N3O5P (ωB97M-V/def2-TZVPD).

XYZ file:
```
114
Properties=species:S:1:pos:R:3
C -5.354 6.682 2.432
C -4.704 7.227 3.651
O -3.967 6.665 4.363
N -5.002 8.702 3.878
H -4.726 9.190 3.026
H -6.010 8.821 4.085
C -4.206 9.250 5.065
H -4.768 5.866 2.006
H -5.632 7.408 1.674
H -6.237 6.113 2.747
H -4.482 8.637 5.913
H -4.593 10.261 5.151
H -3.153 9.208 4.812
C -9.442 5.908 8.256
C -10.892 5.600 7.977
O -11.322 4.992 7.076
N -11.884 6.115 9.022
H -12.196 5.284 9.553
H -11.341 6.538 9.784
C -13.111 6.823 8.525
H -9.328 6.982 8.086
H -8.908 5.395 7.460
H -9.149 5.519 9.231
H -13.761 6.141 7.994
H -12.745 7.670 7.948
H -13.566 7.265 9.410
C -10.209 11.041 8.823
C -9.586 11.015 10.215
C -8.060 10.881 10.141
C -7.582 9.540 9.625
N -6.155 9.202 9.928
C -5.195 10.162 9.244
C -3.915 9.396 8.923
C -4.243 7.889 9.139
C -5.776 7.912 9.276
C -5.868 9.100 11.423
H -10.128 10.089 8.296
H -9.733 11.869 8.294
H -11.274 11.277 8.855
H -9.977 10.146 10.763
H -9.913 11.837 10.849
H -7.602 11.138 11.102
H -7.621 11.683 9.537
H -7.816 9.408 8.566
H -8.104 8.704 10.108
H -5.038 11.026 9.883
H -5.692 10.471 8.326
H -3.075 9.678 9.554
H -3.551 9.428 7.900
H -3.820 7.439 10.041
H -3.876 7.208 8.374
H -6.217 7.074 9.813
H -6.119 7.936 8.241
H -4.883 8.653 11.485
H -6.675 8.471 11.789
H -5.950 10.086 11.865
C -7.982 11.046 2.792
C -7.971 10.089 1.594
C -9.305 10.005 0.829
C -9.366 8.798 -0.150
P -11.026 8.056 -0.206
C -12.271 9.331 -0.106
C -12.275 10.303 -1.310
C -13.442 11.274 -1.217
C -13.273 12.333 -0.142
C -11.238 6.865 1.178
C -10.947 7.387 2.608
C -11.186 6.179 3.585
C -10.022 5.202 3.594
C -11.298 7.171 -1.756
C -12.758 6.764 -2.078
C -13.297 5.595 -1.237
C -14.414 4.833 -1.941
H -7.212 10.786 3.521
H -8.922 10.910 3.330
H -7.846 12.089 2.516
H -7.830 9.053 1.920
H -7.185 10.317 0.870
H -9.468 10.911 0.245
H -10.096 9.890 1.571
H -8.756 7.986 0.260
H -9.029 9.080 -1.145
H -12.062 9.895 0.807
H -13.238 8.881 0.134
H -12.398 9.817 -2.278
H -11.356 10.891 -1.254
H -14.367 10.691 -1.135
H -13.601 11.790 -2.169
H -13.139 11.850 0.832
H -14.041 13.096 -0.047
H -12.347 12.894 -0.307
H -10.502 6.088 0.943
H -12.238 6.452 1.078
H -11.750 8.096 2.820
H -9.942 7.787 2.724
H -12.169 5.812 3.303
H -11.167 6.629 4.581
H -9.058 5.619 3.302
H -10.140 4.502 2.749
H -10.010 4.508 4.432
H -10.604 6.327 -1.707
H -10.976 7.836 -2.561
H -12.799 6.552 -3.147
H -13.421 7.619 -1.931
H -13.752 6.055 -0.355
H -12.465 4.943 -0.966
H -14.917 4.229 -1.179
H -14.086 4.160 -2.728
H -15.219 5.495 -2.266
O -9.312 8.022 5.914
C -8.063 8.281 5.428
O -7.912 8.042 4.196
O -7.142 8.741 6.151
H -9.694 7.582 5.126
```

Results
DFT total energy: -58342.30468 eV
2S+1: 1
HOMO-LUMO gap: 8.929 eV
Net charge: +3
HOMO energy: -15.9 eV
M: 610.9 g/mol

=====

4.
Entry from OMol25: 2 unconnected molecules or ions with the total composition C4H10N2 (ωB97M-V/def2-TZVPD).

XYZ file:
```
16
Properties=species:S:1:pos:R:3
C -2.909 -1.593 0.075
N -1.695 -1.428 0.409
C -1.462 -0.410 1.386
H -3.227 -2.357 -0.626
H -3.601 -0.870 0.489
H -0.442 0.004 1.391
H -2.039 0.491 1.188
H -1.796 -0.633 2.401
C 1.667 0.226 -1.798
N 1.611 1.358 -1.223
C 2.508 1.429 -0.036
H 1.637 -0.733 -1.261
H 1.554 0.088 -2.881
H 2.092 2.280 0.505
H 2.613 0.433 0.408
H 3.490 1.715 -0.425
```

Results
SMILES: C=NC.C=NC
DFT total energy: -7287.34579 eV
2S+1: 1
ΔE to the lowest compared entry with this formula, charge and spin: 315.9 kJ/mol
HOMO-LUMO gap: 10.062 eV
HOMO energy: -9.1 eV
M: 86.1 g/mol